# 1
This record from the OMol25 dataset describes a cluster of 2 separate species, CH2NOS3 in total at a distorted geometry. The level of theory is ωB97M-V/def2-TZVPD.

- Frontier orbital gap (alpha / beta): 0.1697 / 0.2306 Eh

```
! RIJCOSX wB97M-V def2-TZVPD def2/J DEFGRID3
* xyz -1 3
C -0.73700 -0.17392 0.92791
N 0.46316 0.64779 -0.62442
O 1.73484 0.26130 -0.22470
S -0.19984 -0.03717 -2.02841
S 0.18359 -0.14169 2.28111
S -2.18381 -0.85775 0.52034
H -1.30227 -0.56538 -1.33178
H 2.04133 0.86682 0.47995
*
```

=====

# 2
This record from the OMol25 dataset describes a structure of composition C4H22AgCsO13P at a distorted geometry. The level of theory is ωB97M-V/def2-TZVPD.

- Frontier orbital gap (alpha / beta): 0.2153 / 0.1795 Eh

```
! RIJCOSX wB97M-V def2-TZVPD def2/J DEFGRID3
* xyz 0 2
Ag -3.22105 -20.50837 -19.50764
Cs -0.59274 -20.67433 -22.95850
P -0.69649 -21.99372 -19.60278
O 0.19884 -22.27569 -20.76519
O -0.15069 -22.38473 -18.26614
O -2.15809 -22.56373 -19.78371
O -1.05136 -20.44764 -19.49790
O -5.36551 -23.25684 -19.90769
H -5.63993 -22.38059 -19.61708
H -4.80486 -23.11941 -20.68679
O -3.61988 -22.73424 -22.39054
H -3.76289 -21.78352 -22.44622
H -2.97511 -22.85294 -21.65866
O 0.24787 -24.43405 -23.13843
H -0.17874 -23.73583 -22.63763
H 1.00673 -24.68097 -22.58164
O -1.10029 -20.03228 -16.60139
H -2.06139 -20.05667 -16.60643
H -0.81172 -20.72155 -17.21957
O -0.92367 -17.73522 -20.67048
H -1.64438 -17.75929 -21.30954
H -1.03896 -18.53004 -20.11891
C 2.10386 -23.61967 -15.93285
C 2.86264 -22.43730 -16.53749
O 2.51691 -22.15892 -17.87707
O 0.74132 -23.29727 -15.67570
H 2.48811 -23.91316 -14.95959
H 2.24640 -24.40930 -16.68841
H 3.93825 -22.62600 -16.50007
H 2.65515 -21.54013 -15.94078
H 1.54693 -22.26400 -18.01118
H 0.33120 -22.97065 -16.49022
C 3.55023 -23.96231 -21.22949
C 3.37865 -22.80871 -22.19861
O 2.58528 -21.75400 -21.62928
O 2.28029 -24.58813 -20.96011
H 3.90172 -23.56270 -20.27296
H 4.26803 -24.67175 -21.64552
H 2.83856 -23.21965 -23.06580
H 4.32850 -22.35127 -22.46735
H 1.74216 -22.18403 -21.32759
H 1.96939 -24.19595 -20.13594
*
```

=====

# 3
This record from the OMol25 dataset describes a cluster of 5 separate species, C15H30O15 in total at a distorted geometry. The level of theory is ωB97M-V/def2-TZVPD.

- Frontier orbital gap: 0.3988 Eh
- Structure (SMILES): COC(=O)OC.COC(=O)OC.COC(=O)OC.COC(=O)OC.COC(=O)OC

```
! RIJCOSX wB97M-V def2-TZVPD def2/J DEFGRID3
* xyz 0 1
C -3.72667 0.30644 0.43718
O -3.74034 -0.95043 -0.36086
C -2.57628 -1.65434 -0.60431
O -2.42092 -2.58139 -1.37301
O -1.54856 -1.08092 0.13305
C -0.13260 -1.34077 -0.16279
H -3.47745 0.08636 1.47523
H -4.65131 0.87719 0.35122
H -2.97175 0.96382 0.00583
H 0.49294 -0.52527 0.20020
H -0.03367 -1.31821 -1.24806
H 0.20380 -2.27947 0.27741
C -3.90879 5.52743 1.09811
O -2.57395 5.02421 1.36481
C -2.07447 4.09843 0.63873
O -2.62641 3.43511 -0.25744
O -0.80767 3.95638 1.01380
C 0.12816 3.23990 0.28739
H -4.62066 5.01244 1.74318
H -4.20407 5.66618 0.05808
H -3.99173 6.49215 1.59865
H 1.05842 3.07403 0.83071
H 0.35629 3.79489 -0.62258
H -0.22657 2.25542 -0.01770
C -3.11640 -0.54998 4.20813
O -2.35506 -1.32638 3.34367
C -2.78391 -2.46943 2.85343
O -3.94171 -2.84851 2.70464
O -1.66104 -3.13482 2.44991
C -1.76677 -4.49208 1.94700
H -2.72833 -0.68854 5.21724
H -4.17702 -0.80124 4.21477
H -2.89161 0.47565 3.91546
H -2.14255 -4.60810 0.93042
H -2.52020 -5.01154 2.53911
H -0.85728 -5.08389 2.05039
C 2.62816 -2.11673 1.58633
O 3.38676 -3.11778 0.95991
C 3.25527 -3.32517 -0.37022
O 2.38914 -2.87521 -1.14702
O 4.25128 -4.11801 -0.79278
C 4.41590 -4.29982 -2.18730
H 1.67987 -2.62544 1.75967
H 2.47220 -1.28091 0.90429
H 3.11998 -1.71856 2.47385
H 4.26221 -3.41176 -2.80035
H 3.75822 -5.07401 -2.58250
H 5.46230 -4.57489 -2.31954
C 1.73237 0.43976 -3.76338
O 2.36617 1.39275 -2.86252
C 3.12572 2.33171 -3.45821
O 3.51640 2.39423 -4.60062
O 3.55179 3.10071 -2.44289
C 4.60474 4.00520 -2.47230
H 1.25385 -0.29566 -3.11665
H 2.22797 -0.17523 -4.51456
H 0.86873 0.91005 -4.23354
H 4.79028 4.55206 -3.39676
H 5.52671 3.55075 -2.10960
H 4.37021 4.79130 -1.75456
*
```

=====

# 4
This record from the OMol25 dataset describes a cluster of 2 separate species, C24H21N5O3 in total at a distorted geometry. The level of theory is ωB97M-V/def2-TZVPD.

- Frontier orbital gap: 0.2476 Eh
- Structure (SMILES): O=c1nc2c(n3ccnc13)=Cc1c(-c3ccccc3)cccc1-2.CNC(=O)CNC(C)=O

```
! RIJCOSX wB97M-V def2-TZVPD def2/J DEFGRID3
* xyz 0 1
O -2.77939 -5.82377 5.99376
C -2.50748 -5.19191 4.97899
N -1.16726 -4.79966 4.83030
C -0.88469 -4.12705 3.73961
C -1.83329 -3.76573 2.70322
N -3.15989 -4.14705 2.83680
C -4.24531 -3.93885 2.01995
C -5.28791 -4.53459 2.67045
N -4.86187 -5.10366 3.86584
C -3.56421 -4.86241 3.95800
C -1.19597 -3.04948 1.71689
C 0.21745 -2.93056 2.09609
C 1.31473 -2.29204 1.49310
C 1.18975 -1.57270 0.21710
C 1.64935 -0.25064 0.10782
C 1.55927 0.44116 -1.10484
C 1.00886 -0.18572 -2.22656
C 0.54964 -1.50344 -2.13177
C 0.63833 -2.19209 -0.91578
C 2.55725 -2.33567 2.15560
C 2.70835 -3.00294 3.38266
C 1.61299 -3.63591 3.97992
C 0.38566 -3.58217 3.32067
H -4.27953 -3.41943 1.06934
H -6.31061 -4.56157 2.30625
H -1.65358 -2.63274 0.82513
H 2.08150 0.24455 0.97255
H 1.93567 1.45770 -1.17481
H 0.95150 0.34238 -3.17403
H 0.13405 -1.99766 -3.00518
H 0.29664 -3.22125 -0.85633
H 3.42035 -1.85443 1.70490
H 3.67802 -3.02608 3.87163
H 1.70665 -4.15055 4.93356
C 2.78137 6.79230 -4.25021
N 1.88994 6.16809 -3.27479
C 2.25993 5.21871 -2.40820
O 3.40028 4.76895 -2.36587
C 1.18404 4.64198 -1.48169
N 0.12070 3.92159 -2.19573
C -0.85231 4.51582 -2.88581
C -1.86264 3.61168 -3.55230
O -0.94178 5.73171 -3.00122
H 2.20133 7.35751 -4.98072
H 3.35822 6.02325 -4.76764
H 3.47450 7.46433 -3.74172
H 0.91023 6.43594 -3.27243
H 1.66729 3.97003 -0.77311
H 0.74204 5.46585 -0.92100
H 0.11697 2.91583 -2.14854
H -1.35841 2.99297 -4.29212
H -2.61609 4.22581 -4.04492
H -2.34065 2.98362 -2.80279
*
```

=====

# 5
This record from the OMol25 dataset describes a structure of composition C5H8O. The level of theory is ωB97M-V/def2-TZVPD.

- Frontier orbital gap (alpha / beta): 0.2847 / 0.2849 Eh

```
! RIJCOSX wB97M-V def2-TZVPD def2/J DEFGRID3
* xyz 0 1
C 0.68923 1.58795 -0.58951
C -0.08090 0.59564 -0.01457
C -0.08839 -0.22328 1.30689
C -0.64952 -1.51871 0.65767
C -0.43210 -0.74479 -0.63987
O -1.35594 0.28426 -0.67422
H 0.99432 0.42105 -2.08466
H 1.62996 1.88207 -0.13111
H 0.23599 2.27784 -1.29060
H 0.92403 -0.34129 1.69832
H -0.75697 0.22310 2.04752
H -0.01746 -2.39741 0.78461
H -1.69378 -1.72922 0.89820
H 0.60153 -0.31721 -1.96866
*
```

=====

# 6
This record from the OMol25 dataset describes a structure of composition C18H27N2O6P2Ru at a distorted geometry. The level of theory is ωB97M-V/def2-TZVPD.

- Frontier orbital gap (alpha / beta): 0.1704 / 0.1291 Eh

```
! RIJCOSX wB97M-V def2-TZVPD def2/J DEFGRID3
* xyz 2 6
Ru 0.19214 0.33569 -0.06290
P -0.72393 -0.82222 1.53234
C -2.46848 -0.33825 1.38460
C -2.68370 0.82968 0.63601
N -1.62971 1.34113 -0.11577
C -1.79739 2.31484 -1.02769
C -2.91839 3.13431 -0.93530
C -3.96303 2.73436 -0.10532
C -3.89792 1.56348 0.61001
C -0.72326 2.43187 -2.07902
P 0.09648 0.72873 -2.22030
H -4.70298 1.15139 1.22285
H -2.93934 4.02877 -1.55145
H -4.84019 3.34263 -0.02739
H -1.12740 2.70728 -3.06414
H 0.08130 3.13736 -1.80459
H -2.73042 -1.77510 -0.41207
H -3.28125 -0.92833 1.82259
H -0.80168 -2.60579 -1.34367
O -2.86244 -2.18559 -1.24429
H -3.26441 -3.01921 -0.96129
H 0.31706 -1.12540 -0.73734
O 0.04527 -2.43588 -1.72698
H 0.44439 -3.20654 -1.31494
C -0.98490 -0.12094 -3.40085
H -1.36285 0.58517 -4.14953
H -0.40796 -0.90670 -3.90371
H -1.84141 -0.57576 -2.88697
C 1.68127 1.03850 -3.03178
H 2.21141 0.07801 -3.08089
H 1.54178 1.45495 -4.03957
H 2.25160 1.73780 -2.40595
C -0.50767 -0.02435 3.17580
H -1.32465 -0.34270 3.84463
H 0.47173 -0.31566 3.56773
H -0.56793 1.06325 3.02791
C -0.50341 -2.58815 1.83923
H 0.57681 -2.77857 1.90704
H -0.97801 -2.88824 2.78170
H -0.93381 -3.20943 1.04222
O 2.07592 0.74137 1.26975
C 2.73676 -0.22389 0.75315
O 2.25828 -0.95126 -0.21116
C 4.08189 -0.53335 1.28544
C 4.83372 -1.56835 0.69731
C 6.07499 -1.89316 1.22716
C 6.55540 -1.18616 2.34462
C 5.79926 -0.15296 2.93606
C 4.56513 0.17141 2.40067
N 7.82836 -1.50878 2.88667
O 8.49076 -2.42723 2.34749
O 8.24530 -0.87458 3.88368
H 4.45206 -2.10773 -0.16606
H 6.68814 -2.68302 0.79794
H 6.18858 0.37923 3.79920
H 3.95848 0.96944 2.83099
*
```

=====

# 7
This record from the OMol25 dataset describes a structure of composition C24H42CrN4O3PS3. The level of theory is ωB97M-V/def2-TZVPD.

- Frontier orbital gap (alpha / beta): 0.2367 / 0.2760 Eh

```
! RIJCOSX wB97M-V def2-TZVPD def2/J DEFGRID3
* xyz 2 2
Cr -0.45609 0.10430 -0.02982
N -0.47680 -1.85962 -0.88086
C 0.90315 -2.41954 -0.95723
C 1.90890 -1.28179 -0.92523
N 1.61312 -0.36658 0.20850
C 2.36302 0.90524 0.07668
C 1.67588 1.96278 0.91720
N 0.24910 1.98802 0.52557
C 1.89625 -1.02126 1.51838
C 0.63838 -1.59265 2.15626
N -0.46406 -0.63063 1.95039
H -1.12475 -2.55034 -0.51061
H -0.80395 -1.65936 -1.82598
H 1.03699 -3.00892 -1.86551
H 1.04977 -3.09785 -0.11973
H 1.82902 -0.69389 -1.83740
H 2.92993 -1.66714 -0.85027
H 2.32212 1.19336 -0.97537
H 3.41356 0.78340 0.35554
H 2.15401 2.93424 0.77748
H 1.73350 1.73110 1.98189
H 0.13197 2.49048 -0.35168
H -0.32216 2.51060 1.18407
H 2.33125 -0.27399 2.18216
H 2.65025 -1.80168 1.39177
H 0.81187 -1.79233 3.21517
H 0.34046 -2.53239 1.69778
H -0.37092 0.14664 2.60159
H -1.36235 -1.04844 2.18244
C -6.23171 1.66027 0.40510
C -5.44119 2.71836 1.13922
C -5.11182 2.34114 2.56585
O -4.16920 3.06100 0.48006
P -3.32455 2.33913 -0.62356
S -4.13944 1.95665 -2.30970
S -2.61012 0.57943 0.29391
O -2.01966 3.24966 -0.66270
C -1.94742 4.63363 -1.18354
C -3.25827 5.38892 -1.14764
C -0.86977 5.32286 -0.37039
H -7.14511 1.47522 0.96998
H -5.68158 0.71943 0.34269
H -6.50396 1.97438 -0.59930
H -5.98369 3.66418 1.11500
H -4.59862 1.37911 2.60039
H -6.03240 2.25799 3.14189
H -4.48407 3.09862 3.03241
H -1.62166 4.51127 -2.22091
H -3.55713 5.61541 -0.12551
H -4.06146 4.84722 -1.64293
H -3.11116 6.32821 -1.68034
H -1.10061 5.24363 0.69299
H -0.82986 6.38140 -0.62422
H 0.12047 4.90484 -0.55901
O -0.15449 0.65480 -1.91201
S -0.72069 1.42128 -3.13692
C -1.47523 0.15875 -4.13287
C -1.25548 0.11328 -5.50342
C -1.93593 -0.83241 -6.25694
C -2.81745 -1.71210 -5.64620
C -3.04760 -1.63737 -4.27871
C -2.38859 -0.68785 -3.51401
C 0.72494 1.80326 -4.06811
C 1.62840 0.81484 -4.45440
C 2.75646 1.18498 -5.16085
C 2.96741 2.52430 -5.48551
C 2.05908 3.49704 -5.10410
C 0.92468 3.13878 -4.38400
H -0.56820 0.79489 -5.98470
H -1.77225 -0.87976 -7.32396
H -3.34074 -2.44780 -6.24113
H -3.76626 -2.29690 -3.81220
H -2.63198 -0.56234 -2.46577
H 1.43464 -0.22517 -4.22614
H 3.46707 0.43428 -5.47773
H 3.84568 2.80365 -6.05080
H 2.22637 4.53192 -5.36669
H 0.20210 3.88603 -4.08336
*
```

=====

# 8
This record from the OMol25 dataset describes the molecule CH3N3S2 at a distorted geometry. The level of theory is ωB97M-V/def2-TZVPD.

- Frontier orbital gap (alpha / beta): 0.2652 / 0.2607 Eh

```
! RIJCOSX wB97M-V def2-TZVPD def2/J DEFGRID3
* xyz 0 3
C -0.57421 -0.14074 0.90783
N 0.28825 0.79105 0.44300
N 1.32206 0.84956 -0.23193
N 1.61020 -0.23142 -0.96565
S -2.21869 -0.21996 1.18626
S -3.18684 0.57918 -0.33783
H -0.13976 -0.69846 1.79613
H 2.10003 -0.11635 -1.81334
H 0.79895 -0.81286 -0.98446
*
```